ORCA calculation (the ωB97M-V functional and the def2-TZVPD basis) on one molecule with the formula C7H14N2O3.

XYZ file:
```
26
Properties=species:S:1:pos:R:3
C 2.68 -0.51 0.33
C 2.37 -0.68 -1.16
C 1.17 -1.61 -1.60
C -0.04 -0.95 -0.99
N -0.45 -1.17 0.41
C -1.67 -0.29 0.86
O -1.49 1.03 0.64
C -2.39 1.96 0.80
C -1.72 3.30 0.61
O -3.59 1.73 0.98
N -0.45 -2.29 0.94
O -0.64 -2.36 2.19
H 3.73 -0.11 0.33
H 1.84 -0.02 0.95
H 2.81 -1.61 0.61
H 3.22 -1.09 -1.77
H 2.11 0.31 -1.64
H 1.16 -2.66 -1.27
H 1.28 -1.59 -2.68
H -0.91 -1.42 -1.48
H 0.02 0.23 -1.04
H -1.84 -0.53 1.95
H -2.51 -0.53 0.32
H -1.32 3.55 1.71
H -2.48 4.07 0.38
H -0.88 3.23 -0.35
```

Computed properties:
**Multiplicity**: 1
**Energy above the lowest of the compared OMol25 structures with the same formula, charge and spin**: 6.335 eV
**Electronic energy**: -16603.6455 eV
**Orbital gap**: 9.481 eV
**Net charge**: 0
**E_LUMO**: 0.435 eV

=====

ORCA calculation (the ωB97M-V functional and the def2-TZVPD basis) on C25H33BrFeN3O5S as an isolated structure.

XYZ file:
```
69
Properties=species:S:1:pos:R:3
Fe -0.13 0.00 0.15
O 3.00 1.40 -2.56
C 2.24 0.96 -1.59
O 1.04 0.77 -1.66
C 2.96 0.68 -0.31
C 4.33 0.72 -0.12
C 4.81 0.35 1.13
C 3.93 -0.04 2.12
C 2.57 -0.03 1.83
N 2.11 0.33 0.65
C 1.44 -0.42 2.74
O 1.66 -0.80 3.98
O 0.31 -0.39 2.30
H 2.48 1.55 -3.36
H 4.99 1.01 -0.93
H 5.88 0.37 1.32
H 4.31 -0.35 3.08
H 2.59 -0.76 4.24
C -3.71 -6.74 -0.09
C -2.18 -6.86 -0.13
C -1.71 -7.57 1.16
C -1.78 -7.70 -1.35
C -1.50 -5.51 -0.20
C -2.23 -4.30 -0.21
C -1.54 -3.14 -0.24
Br -2.44 -1.47 -0.21
C -0.09 -3.05 -0.27
O 0.48 -1.93 -0.27
C 0.65 -4.30 -0.30
C -0.08 -5.46 -0.26
C 2.18 -4.29 -0.33
C 2.70 -3.64 0.96
C 2.68 -3.52 -1.56
C 2.75 -5.71 -0.40
H -4.14 -7.74 -0.01
H -4.10 -6.29 -1.00
H -4.05 -6.18 0.78
H -2.19 -8.55 1.22
H -1.99 -7.00 2.05
H -0.63 -7.72 1.17
H -2.28 -8.67 -1.30
H -0.70 -7.89 -1.38
H -2.07 -7.21 -2.28
H -3.31 -4.29 -0.18
H 0.45 -6.40 -0.27
H 2.33 -2.61 1.06
H 3.79 -3.61 0.94
H 2.38 -4.21 1.84
H 2.38 -2.47 -1.53
H 2.30 -3.96 -2.48
H 3.77 -3.56 -1.59
H 2.50 -6.30 0.48
H 3.84 -5.65 -0.45
H 2.41 -6.24 -1.30
C -3.73 3.19 -1.82
N -3.88 2.88 -0.41
C -5.16 3.10 0.29
C -4.82 2.79 1.76
N -3.46 2.25 1.64
C -2.96 2.39 0.41
S -1.34 2.06 -0.03
H -4.48 2.66 -2.40
H -2.74 2.90 -2.15
H -3.86 4.26 -1.98
H -5.91 2.43 -0.12
H -5.49 4.12 0.14
H -5.50 2.06 2.19
H -4.83 3.69 2.38
H -2.90 1.96 2.42
```

Computed properties:
**Multiplicity**: 6
**Energy above the lowest of the compared OMol25 structures with the same formula, charge and spin**: 0.000 eV
**Electronic energy**: -156422.8228 eV
**Orbital gap (alpha / beta)**: 7.658 / 6.823 eV
**Net charge**: +2
**Expectation value of S²**: 8.784
**E_LUMO (alpha / beta)**: -6.039 / -7.451 eV

=====

ORCA calculation (the ωB97M-V functional and the def2-TZVPD basis) on C28H36AsCrN3O3S as an isolated structure.

XYZ file:
```
73
Properties=species:S:1:pos:R:3
Cr 0.11 -0.11 0.34
C -1.33 -2.91 1.28
O -1.31 -1.80 0.36
C -1.73 -2.18 -0.96
C -1.76 -0.93 -1.80
O -0.49 -0.27 -1.68
C -0.39 0.89 -2.55
H -2.35 -3.23 1.45
H -0.89 -2.57 2.22
H -0.75 -3.75 0.89
H -2.72 -2.64 -0.92
H -1.02 -2.91 -1.37
H -2.56 -0.26 -1.46
H -1.94 -1.19 -2.85
H -0.58 0.59 -3.58
H 0.63 1.26 -2.47
H -1.10 1.66 -2.25
C 2.51 5.83 1.95
C 3.38 4.84 2.40
C 3.23 3.53 1.97
C 2.19 3.22 1.09
C 1.31 4.20 0.66
C 1.47 5.51 1.09
As 2.12 1.46 0.27
C 3.66 0.52 0.93
C 3.79 -0.13 2.15
C 4.99 -0.75 2.47
C 6.03 -0.74 1.55
C 5.90 -0.10 0.32
C 4.70 0.54 0.00
C 4.42 1.27 -1.25
C 5.33 1.53 -2.27
C 4.96 2.32 -3.35
C 3.69 2.87 -3.42
C 2.76 2.62 -2.42
C 3.13 1.82 -1.35
H 2.65 6.85 2.27
H 4.18 5.08 3.07
H 3.91 2.76 2.30
H 0.49 3.95 -0.02
H 0.80 6.28 0.74
H 2.98 -0.12 2.87
H 5.12 -1.23 3.43
H 6.97 -1.23 1.80
H 6.72 -0.10 -0.38
H 6.33 1.13 -2.23
H 5.67 2.53 -4.14
H 3.41 3.50 -4.26
H 1.78 3.07 -2.46
C 1.29 1.36 4.94
C 0.44 0.13 4.56
C -0.51 0.51 3.48
N -0.29 0.41 2.21
N -1.26 0.92 1.39
C -2.29 1.41 2.05
N -3.38 1.94 1.52
S -2.03 1.31 3.78
H 2.06 1.07 5.66
H 0.68 2.13 5.39
H 1.78 1.77 4.05
H -0.10 -0.23 5.44
H 1.08 -0.68 4.20
H -3.47 2.11 0.53
H -4.12 2.29 2.11
C 1.96 -2.97 -2.15
C 2.37 -1.71 -1.41
O 1.60 -1.55 -0.17
H 2.57 -3.07 -3.05
H 0.92 -2.94 -2.45
H 2.14 -3.86 -1.54
H 2.19 -0.82 -2.01
H 3.42 -1.74 -1.15
H 1.76 -2.32 0.38
```

Computed properties:
**Multiplicity**: 4
**Energy above the lowest of the compared OMol25 structures with the same formula, charge and spin**: 0.472 eV
**Electronic energy**: -140303.1059 eV
**Orbital gap (alpha / beta)**: 5.315 / 6.421 eV
**Net charge**: +3
**Expectation value of S²**: 3.871
**E_LUMO (alpha / beta)**: -10.675 / -9.569 eV

=====

ORCA calculation (the ωB97M-V functional and the def2-TZVPD basis) on a 3-piece molecular cluster, C4H15NO2 overall.

XYZ file:
```
22
Properties=species:S:1:pos:R:3
C -0.35 -0.07 -1.38
C 0.17 1.22 -0.73
C 1.29 0.98 0.25
C 2.34 2.08 0.49
N 0.90 0.26 1.47
H -0.42 -0.83 -0.60
H 0.33 -0.51 -2.14
H -1.34 -0.10 -1.88
H 0.48 1.74 -1.67
H -0.59 1.94 -0.36
H 1.81 0.21 -0.35
H 3.00 2.27 -0.43
H 2.95 1.88 1.36
H 1.76 2.99 0.73
H 1.35 -0.63 1.63
H 0.58 0.69 2.31
O 0.13 -5.20 3.08
H 0.59 -5.57 3.86
H 0.52 -4.31 3.26
O -5.14 0.27 -3.40
H -4.86 -0.32 -2.68
H -5.46 0.99 -2.84
```

Computed properties:
**Multiplicity**: 1
**Energy above the lowest of the compared OMol25 structures with the same formula, charge and spin**: 1.755 eV
**Electronic energy**: -9975.3308 eV
**Orbital gap**: 9.572 eV
**Net charge**: 0
**E_LUMO**: 0.615 eV

=====

ORCA calculation (the ωB97M-V functional and the def2-TZVPD basis) on C23H39O2PtSi as an isolated structure.

XYZ file:
```
66
Properties=species:S:1:pos:R:3
O -1.84 1.95 -2.10
C -0.44 2.40 -2.23
C -0.86 3.81 -2.58
H 0.02 1.86 -3.06
H 0.15 2.32 -1.31
C -2.29 3.32 -2.16
H -0.81 3.96 -3.65
H -0.41 4.63 -2.00
C -3.33 3.45 -3.26
H -2.85 3.23 -4.22
H -3.70 4.49 -3.26
H -4.15 2.74 -3.12
C -2.78 3.86 -0.82
H -2.02 3.94 -0.03
H -3.61 3.26 -0.40
H -3.20 4.85 -0.99
Pt 0.50 -0.81 0.87
C 1.08 2.25 2.96
C 1.64 1.01 2.89
C 1.88 0.65 1.44
H 2.01 0.37 3.71
C 1.55 1.93 0.75
C 1.09 2.86 1.65
H 0.85 3.91 1.46
H 0.70 2.76 3.86
H 2.82 0.15 1.18
H 1.76 2.07 -0.31
C -1.16 -0.25 2.25
C -1.77 0.96 1.78
C -2.39 0.68 0.54
H -1.89 1.85 2.41
C -2.37 -0.70 0.27
C -1.61 -1.33 1.33
H -1.64 -2.37 1.64
H -0.69 -0.39 3.22
H -2.87 1.43 -0.10
H -2.96 -1.22 -0.49
O 0.29 -0.55 -2.41
C -0.29 -0.44 -3.77
C 0.39 -1.45 -4.73
H -0.27 0.58 -4.23
H -1.36 -0.67 -3.69
C 1.13 -2.40 -3.78
H 1.13 -0.97 -5.37
H -0.33 -1.94 -5.39
C 1.13 -1.72 -2.40
H 2.16 -2.62 -4.09
H 0.64 -3.38 -3.75
H 2.15 -1.40 -2.12
H 0.83 -2.39 -1.59
C 0.46 -2.40 4.23
Si 1.66 -2.99 2.91
C 3.36 -2.31 3.27
C 1.72 -4.86 3.17
C 1.23 -2.66 1.10
H 0.63 -3.00 5.14
H -0.59 -2.56 3.95
H 0.58 -1.35 4.51
H 3.76 -2.81 4.17
H 4.04 -2.55 2.44
H 3.39 -1.23 3.44
H 0.70 -5.29 3.10
H 2.36 -5.38 2.43
H 2.12 -5.08 4.18
H 0.49 -3.42 0.76
H 2.10 -2.68 0.39
```

Computed properties:
**Multiplicity**: 5
**Energy above the lowest of the compared OMol25 structures with the same formula, charge and spin**: 0.549 eV
**Electronic energy**: -39689.0401 eV
**Orbital gap (alpha / beta)**: 7.211 / 5.457 eV
**Net charge**: +1
**Expectation value of S²**: 6.029
**E_LUMO (alpha / beta)**: -2.721 / -6.270 eV

=====

ORCA calculation (the ωB97M-V functional and the def2-TZVPD basis) on one molecule with the formula C4H5F.

XYZ file:
```
10
Properties=species:S:1:pos:R:3
C 2.33 -0.16 0.09
C 1.20 0.06 -0.16
C -0.28 0.50 -0.45
C -1.34 -0.31 0.26
F -0.33 1.76 0.04
H 3.33 -0.61 0.16
H -0.26 0.38 -1.56
H -1.06 -0.25 1.32
H -1.32 -1.48 0.03
H -2.26 0.11 0.28
```

Computed properties:
**Multiplicity**: 1
**Energy above the lowest of the compared OMol25 structures with the same formula, charge and spin**: 1.529 eV
**Electronic energy**: -6943.6877 eV
**Orbital gap**: 11.530 eV
**Net charge**: 0
**E_LUMO**: 1.074 eV